DFT (ωB97M-V/def2-TZVPD) results for a 2-piece molecular cluster, C6H10O overall.

For the energy above the lowest of the compared OMol25 structures with the same formula, charge and spin, the calculation gives 5.756 eV. As for the LUMO energy: 0.916 eV. Its HOMO energy is -0.2968 Ha. The calculation puts the HOMO-LUMO gap at 8.99 eV.

Each line ends with the Mulliken charge.
Atoms and positions in Å:
C 1.2118 -1.5948 -0.2120  0.08
H 0.6193 1.1117 -0.7739  0.22
H 1.4710 -0.7377 -2.2528  0.26
H 2.2007 1.0839 0.0927  0.32
H -2.9472 2.1094 0.0996  0.22
C 1.8920 -0.6778 -1.2445  -0.63
H -0.6702 -0.9097 -0.8124  0.18
H 2.9819 -0.7627 -1.2861  0.26
C 1.4157 0.4810 -0.3712  -0.24
H -1.1598 2.0565 0.5655  0.21
C -0.2395 -1.5148 0.0056  -0.51
O 0.8677 -0.4214 0.6643  -0.22
H -1.5643 -0.0154 1.8518  0.23
C -2.3668 0.5027 1.3401  -0.47
H 1.7922 -2.3755 0.2808  0.27
C -2.1491 1.6080 0.6375  -0.41
H -3.3553 0.0568 1.4150  0.23